(1)
ORCA calculation (ωB97M-V/def2-TZVPD) on C21H33NO3 in the gas phase.

```
58
Properties=species:S:1:pos:R:3:forces:R:3:mulliken_charge:R:1
C 5.719769 2.251356 -0.448456 0.03 -0.24 0.24 -1.37
C 5.329168 1.034479 0.386354 0.03 0.19 -0.17 -0.48
N 4.194303 0.348273 -0.198528 0.10 0.03 0.03 0.45
C 4.148381 -1.077618 0.049631 0.03 -0.13 0.19 -0.57
C 4.027301 -1.499004 1.519445 0.00 0.15 -0.33 -1.06
C 2.921072 1.026109 -0.033455 -0.09 -0.03 -0.44 -0.82
C 2.274710 1.270922 -1.403295 -0.42 0.08 0.46 -0.45
C 0.899099 1.920718 -1.297786 0.50 0.43 -0.23 -0.81
O -0.083050 0.981158 -0.844046 -0.06 -0.33 -0.13 -0.05
C -0.458950 1.030883 0.422621 -0.05 0.15 0.55 0.39
O -0.037385 1.823316 1.233540 0.11 -0.03 -0.12 -0.70
C -1.535872 0.018215 0.821166 -0.17 -0.16 -0.09 1.75
O -1.513954 -0.051091 2.232400 0.07 -0.05 0.08 -0.72
C -2.890774 0.546242 0.346918 0.01 0.06 0.11 -0.77
C -3.987348 0.378943 1.182835 0.07 -0.08 0.04 -0.42
C -5.239991 0.821925 0.799082 -0.07 -0.02 -0.01 -0.82
C -5.412875 1.439694 -0.427043 -0.08 0.03 -0.05 -0.43
C -4.325040 1.606757 -1.266278 -0.05 0.05 -0.07 -1.02
C -3.070676 1.163158 -0.884557 -0.03 0.03 -0.01 0.02
C -1.289730 -1.425472 0.311768 0.35 0.42 -0.05 -0.61
C 0.131037 -1.875792 0.655952 -0.24 -0.27 0.30 -0.47
C 0.327084 -3.347680 0.310359 0.24 0.18 -0.21 -1.13
C 0.048943 -3.582412 -1.170590 -0.22 -0.23 0.17 -0.55
C -1.362825 -3.123410 -1.520877 0.21 0.17 -0.17 -0.98
C -1.558665 -1.648612 -1.173813 -0.26 -0.27 0.09 -0.35
H 5.901887 1.948835 -1.476091 0.02 -0.02 -0.11 0.32
H 6.624117 2.702403 -0.047479 0.08 0.15 0.03 0.45
H 4.931441 2.999422 -0.443176 -0.09 0.14 -0.02 0.28
H 5.137951 1.351325 1.425630 0.07 -0.09 -0.02 0.32
H 6.168983 0.335775 0.397953 -0.01 -0.01 0.08 0.50
H 5.059000 -1.513744 -0.373093 -0.10 -0.06 -0.04 0.47
H 3.300766 -1.479863 -0.511695 0.03 -0.08 -0.06 0.14
H 4.897017 -1.173506 2.084874 0.08 0.01 0.11 0.37
H 3.138844 -1.069003 1.975996 -0.11 0.02 0.10 0.21
H 3.956634 -2.581536 1.586947 -0.01 -0.13 0.07 0.41
H 3.065054 1.986350 0.468316 -0.04 -0.03 0.06 0.39
H 2.237972 0.439941 0.591663 0.05 0.07 0.07 -0.15
H 2.181331 0.321677 -1.933483 0.04 -0.03 -0.09 0.13
H 2.923590 1.919742 -1.991383 0.04 0.01 -0.05 0.50
H 0.921510 2.769596 -0.607579 -0.04 -0.07 -0.17 0.52
H 0.552841 2.249525 -2.281064 -0.01 -0.03 0.15 0.33
H -1.116918 0.774933 2.552945 -0.03 -0.06 -0.10 0.48
H -3.844061 -0.099632 2.139323 0.00 0.00 0.07 0.48
H -6.082432 0.683331 1.460594 -0.07 -0.01 0.06 0.40
H -6.389349 1.789173 -0.728287 -0.08 0.03 -0.02 0.39
H -4.450872 2.086561 -2.225995 -0.01 0.04 -0.07 0.42
H -2.236923 1.295421 -1.555777 0.04 0.01 -0.06 0.52
H -1.992462 -2.038438 0.888091 -0.04 0.04 0.00 1.09
H 0.845378 -1.281056 0.083402 0.10 0.08 -0.05 -0.21
H 0.314583 -1.711427 1.719383 0.06 0.07 -0.03 0.57
H 1.348351 -3.649728 0.552577 -0.01 -0.07 0.07 0.34
H -0.353776 -3.956008 0.909561 0.00 -0.07 0.07 0.44
H 0.770916 -3.021409 -1.769043 0.08 0.01 -0.06 0.26
H 0.167197 -4.641199 -1.410663 0.07 0.01 -0.06 0.40
H -1.550961 -3.275965 -2.585744 -0.08 -0.05 0.01 0.44
H -2.086065 -3.724266 -0.964674 -0.07 -0.07 -0.01 0.36
H -0.873187 -1.042228 -1.766664 -0.02 0.03 -0.06 0.05
H -2.578960 -1.350236 -1.420652 0.05 0.03 -0.05 0.34
```
Positions in Å, forces in eV/Å.

## Properties
net charge	0
relative energy (zero: lowest compared OMol25 entry of this formula, charge and spin)	0.0	kcal/mol
E	-1100.4917	Ha
SMILES	CCN(CC)CCCOC(=O)[C@@](O)(c1ccccc1)C1CCCCC1
HOMO energy	-8.25	eV


(2)
ORCA calculation (ωB97M-V/def2-TZVPD) on 3 unconnected molecules or ions with the total composition C21H34F16N2O5P.

```
79
Properties=species:S:1:pos:R:3:forces:R:3:mulliken_charge:R:1
C 0.506460 -4.138092 -0.589306 -0.62 0.57 -0.65 -0.71
C 1.824894 -3.852558 -1.404996 0.05 -0.57 0.18 0.05
O 1.596418 -3.857368 -2.836785 -0.40 0.10 0.68 -0.57
C 2.562195 -2.504879 -1.028203 0.63 -0.25 -0.11 -0.04
O 1.759172 -1.558189 -0.291604 -0.48 0.02 -0.83 -0.45
C 0.815740 -0.921549 -1.129663 -1.97 0.69 -0.54 0.36
C 1.293702 0.470842 -1.719392 0.09 -0.23 0.94 -0.24
C 0.204591 1.206716 -2.613333 2.34 1.08 -0.12 -0.84
N -1.206281 0.766537 -2.325204 -0.58 0.33 0.78 0.04
P -1.774418 -0.600981 -3.318140 1.76 -1.88 -5.54 0.56
O -0.876648 -0.842068 -4.537031 -1.53 0.89 3.02 -0.64
C -1.380323 0.565237 -0.824641 0.22 0.33 2.65 -0.21
C -2.895234 0.588658 -0.360038 -0.48 -0.07 -0.92 0.05
C -3.673248 -0.795402 -0.439737 -1.41 1.15 -0.16 -0.48
C -4.972523 -0.683022 -1.373895 1.20 -1.11 -0.10 -0.11
N -5.576451 -2.055183 -1.389874 0.09 0.61 -0.81 -0.69
C -0.523063 -0.647137 -0.274136 1.11 0.33 0.30 -1.01
H 0.176340 -5.216954 -0.633476 0.67 1.13 0.09 0.37
H 0.526338 -3.768000 0.471084 0.24 -0.51 -1.01 0.30
H -0.325947 -3.552360 -1.103717 0.79 -0.57 0.62 -0.09
H 2.521209 -4.724946 -1.214102 -0.52 1.13 -0.13 0.39
H 0.652573 -3.968520 -3.023587 0.34 -0.08 0.11 0.35
H 3.449539 -2.767232 -0.388833 -0.94 0.55 -0.49 0.29
H 2.929411 -1.957401 -1.951787 -0.27 -1.06 0.81 0.03
H 0.508579 -1.571277 -2.011888 0.65 0.45 0.88 0.16
H 2.264032 0.319614 -2.259373 -1.02 0.30 0.23 0.12
H 1.512799 1.136190 -0.827143 -0.13 -0.77 -1.00 0.30
H 0.251192 2.300381 -2.318219 -0.33 -1.24 -0.32 0.37
H 0.456674 1.193012 -3.712095 -0.70 -0.50 1.15 0.44
H -1.807102 1.581450 -2.545552 0.16 -0.52 -0.10 0.57
H -3.046816 -0.187228 -3.846855 0.41 -0.05 1.21 0.11
H -1.835491 -1.836534 -2.607839 -0.31 1.06 0.58 0.10
H -0.911613 1.494332 -0.372593 -0.51 -0.94 -0.77 0.42
H -3.041893 1.058616 0.668052 0.70 -0.71 -1.46 -0.58
H -3.432076 1.299322 -1.072576 0.56 -0.59 0.86 0.38
H -3.085390 -1.654192 -0.853983 -0.32 0.78 0.74 0.05
H -4.069765 -1.006394 0.598481 0.65 -0.25 -1.22 0.39
H -4.689327 -0.460521 -2.452699 -0.05 0.38 1.28 0.04
H -5.683692 0.105826 -1.014869 0.57 -0.85 -0.21 0.32
H -4.834997 -2.767741 -1.369963 -0.32 0.48 0.18 0.24
H -5.980037 -2.166605 -2.329005 -0.21 -0.14 0.69 0.27
H -0.141530 -0.316225 0.742111 -0.54 -0.36 -1.08 0.24
H -1.104022 -1.586872 -0.091340 0.46 0.88 -0.40 0.30
C 6.708891 -0.976693 0.612517 -0.47 0.52 0.25 -0.79
C 7.964105 -1.889679 0.546793 -1.06 -0.45 -0.74 0.88
C 9.293279 -1.324919 -0.003413 0.92 -0.10 0.71 0.10
F 9.219342 -0.668052 -1.165044 -0.58 0.13 -0.35 -0.20
F 10.169508 -2.342007 -0.186073 -0.29 -0.16 0.15 -0.27
F 7.605774 -3.026621 -0.094983 0.21 0.05 -0.26 -0.27
F 8.203876 -2.274420 1.832159 0.25 0.52 0.02 -0.31
O 5.774744 -0.873647 -0.499096 1.09 -0.24 -0.79 -0.24
C 6.129809 -0.124244 -1.638912 0.14 0.01 2.11 0.65
C 6.569808 -0.984198 -2.844738 -0.05 -0.23 -0.72 0.33
F 7.388014 -1.994016 -2.517751 0.02 0.04 0.44 -0.21
F 7.218140 -0.224235 -3.755676 -0.19 0.30 0.24 -0.27
F 7.031184 0.797581 -1.261375 0.28 -0.01 -0.57 -0.29
F 5.026346 0.570328 -1.990869 -0.19 -0.32 -0.34 -0.30
H 6.092913 -1.426573 1.391248 0.06 -0.13 -0.12 0.39
H 6.965658 0.018272 0.986664 0.17 -0.08 -0.26 0.33
H 9.732048 -0.644651 0.732575 -0.17 -0.01 0.14 0.28
H 5.693285 -1.424498 -3.322716 -0.21 0.14 0.08 0.22
C -6.325534 3.263812 4.911524 -0.50 -0.45 -0.28 -0.76
C -5.723238 4.605491 5.412413 0.77 -1.11 0.24 0.88
C -5.470854 5.752240 4.407695 -0.54 1.04 0.36 0.11
F -4.824242 5.421150 3.282338 0.24 -0.69 -0.19 -0.19
F -4.736258 6.720058 5.007142 -0.06 -0.26 0.22 -0.27
F -4.606266 4.311682 6.117889 0.24 0.17 -0.27 -0.27
F -6.604744 5.080900 6.334935 -0.26 0.19 -0.51 -0.31
O -5.484506 2.170060 4.446068 1.04 0.87 -0.49 -0.41
C -4.866957 2.211057 3.184304 -2.06 0.44 1.31 0.88
C -3.360821 2.548563 3.235618 0.53 -0.08 0.26 0.21
F -3.061961 3.545007 4.074954 -0.35 0.12 0.04 -0.19
F -2.915075 2.916860 2.002696 -0.25 -0.14 -0.22 -0.28
F -5.591022 3.023097 2.392572 0.58 0.24 -0.40 -0.30
F -4.999842 0.975876 2.655778 0.49 -0.15 0.02 -0.29
H -6.791049 2.834398 5.798397 0.18 0.03 0.03 0.38
H -7.147353 3.435698 4.210806 0.27 0.14 -0.11 0.34
H -6.426245 6.200029 4.119054 -0.11 -0.15 0.10 0.26
H -2.794724 1.674993 3.562253 -0.17 -0.21 -0.07 0.23
```
Positions in Å, forces in eV/Å.

## Properties
net charge	+1
E	-3245.1599	Ha
HOMO energy	-12.54	eV


(3)
ORCA calculation (ωB97M-V/def2-TZVPD) on a molecular structure, C21H34N3O2PSiY.

```
63
Properties=species:S:1:pos:R:3:forces:R:3:mulliken_charge:R:1
C -0.394052 2.563306 -1.773774 0.49 -0.52 0.42 -1.30
C 0.132418 1.373526 -2.605695 0.46 -0.16 0.50 0.73
N 0.478067 0.229760 -1.924314 -1.13 -0.15 0.02 0.87
C 0.642218 -0.938256 -2.595209 -1.01 -0.55 -0.62 0.59
C 0.752589 -0.942544 -3.992972 -0.36 0.91 0.76 -1.13
C 0.506007 0.248827 -4.690577 0.11 0.22 1.16 -0.56
C 0.126873 1.421613 -3.992236 0.63 -0.86 0.08 -1.09
C 0.135052 -2.278349 -1.924952 0.48 0.63 -0.65 -1.40
P 0.405422 -2.522160 -0.098840 0.21 -0.68 -0.84 1.01
H -0.106406 2.357665 -4.497441 -0.05 -0.36 0.01 0.48
H 0.892525 -1.893633 -4.470012 0.12 -0.08 -0.42 0.53
H 0.581460 0.260294 -5.755515 -0.07 0.02 -0.54 0.47
C 1.588748 3.283314 -0.551385 0.19 0.15 -0.06 -0.96
C -0.592703 3.464701 0.539980 -0.33 0.21 -0.22 -0.99
H 0.354973 -3.200990 -2.489433 0.55 0.52 0.03 0.63
H -1.456940 2.367782 -1.603743 0.02 0.15 -0.06 0.31
H -0.268601 3.487628 -2.340727 -0.14 0.03 -0.06 0.45
C 1.739209 -3.795208 0.071319 0.28 0.14 -0.04 -1.58
C -1.052954 -3.558925 0.273584 -0.01 0.44 0.09 -1.20
H 2.009882 -4.053861 1.117690 -0.44 0.34 -0.58 0.41
H 1.374011 -4.698097 -0.426268 0.07 0.06 0.08 0.57
H 2.651279 -3.475151 -0.436179 -0.06 -0.05 0.11 0.41
H -1.440979 -3.424914 1.287323 0.07 -0.08 -0.17 0.41
H -1.791703 -3.217091 -0.449772 -0.36 -0.36 0.23 0.40
H -0.777309 -4.601576 0.109263 -0.29 0.07 -0.02 0.44
H -0.731651 4.522354 0.245946 0.15 -0.42 -0.03 0.37
H -1.570251 2.976390 0.626570 0.22 0.17 -0.08 0.36
H -0.127358 3.459822 1.538946 0.07 -0.07 -0.41 0.21
H 1.549199 4.235787 -1.113925 0.11 -0.36 0.21 0.35
H 2.023519 3.475518 0.444024 -0.31 -0.06 -0.42 0.25
H 2.241928 2.565531 -1.066880 -0.05 0.31 -0.04 0.23
C 0.152923 -1.418759 2.482898 -0.36 -1.38 4.90 0.24
O 0.092934 -1.970827 3.498829 0.27 1.79 -4.14 -0.21
Y 0.264158 0.313436 0.479161 -1.00 1.23 0.25 0.87
O -1.917645 0.712652 0.683422 1.77 -2.11 -1.91 -0.90
H -0.949074 -2.188122 -2.132867 0.25 0.07 0.59 0.48
H -2.234059 0.102025 -0.068307 0.04 1.33 1.65 0.21
N 0.242737 2.696332 -0.430052 0.05 -0.62 0.30 0.70
C 3.797565 -0.750906 -0.793242 -0.26 0.18 0.04 -0.65
Si 3.958122 -0.198991 0.997308 1.63 -0.75 -0.61 -0.04
C 3.975259 -1.679007 2.160979 -0.33 0.29 0.12 -0.76
C 5.649135 0.610308 1.152441 -0.23 0.10 0.00 -1.35
N 2.568826 0.764270 1.422714 -0.53 0.93 1.26 0.73
C 2.647637 1.720979 2.410666 -1.13 -0.91 -0.72 0.19
C 1.515603 1.801332 3.279480 -0.21 1.33 0.49 0.04
C 1.397197 2.855088 4.182907 -0.01 -0.33 -0.28 -0.89
C 2.417526 3.817293 4.287677 0.65 -0.07 -0.12 -0.49
C 3.572354 3.717145 3.482369 -0.21 -0.52 -0.40 -0.74
C 3.678974 2.691377 2.549344 0.30 0.21 0.10 -0.22
H 4.795169 -1.108895 -1.081977 -0.26 0.05 -0.11 0.49
H 3.508079 0.070691 -1.464045 0.23 -0.13 0.09 0.26
H 3.086090 -1.566106 -0.962389 0.14 0.12 0.03 -0.14
H 4.848149 -2.322292 1.967977 -0.30 0.21 0.01 0.38
H 4.045327 -1.299194 3.192726 0.01 -0.23 -0.22 0.33
H 3.057904 -2.278493 2.079011 0.27 0.06 0.09 0.04
H 5.775873 1.469333 0.476430 0.06 -0.28 0.11 0.38
H 5.888385 0.940671 2.173827 0.02 -0.23 -0.29 0.40
H 6.363790 -0.176538 0.856467 -0.12 0.35 0.13 0.41
H 0.727894 1.044010 3.222082 0.21 0.20 0.08 0.16
H 0.510909 2.967344 4.801809 0.16 -0.19 -0.04 0.48
H 2.362301 4.636489 5.009545 -0.20 -0.33 -0.26 0.43
H 4.383706 4.442007 3.548245 -0.33 -0.11 0.08 0.43
H 4.519081 2.638689 1.857168 -0.23 0.16 0.33 0.48
```
Positions in Å, forces in eV/Å.

## Properties
2S+1	2
net charge	+2
relative energy (zero: lowest compared OMol25 entry of this formula, charge and spin)	0.0	kcal/mol
E	-1804.1140	Ha
HOMO energy (spin up / spin down)	-14.70 / -15.41	eV


(4)
ORCA calculation (ωB97M-V/def2-TZVPD) on C21H34N4O4 in the gas phase.

```
63
Properties=species:S:1:pos:R:3:forces:R:3:mulliken_charge:R:1
C 4.707118 2.841578 -1.991880 -0.13 -0.26 0.09 -1.78
C 3.972221 1.929014 -1.011389 0.09 0.22 0.04 1.03
C 4.848960 1.665666 0.211265 -0.15 -0.14 -0.22 -1.48
C 2.629598 2.551853 -0.593101 -0.03 -0.30 -0.16 -1.43
C 1.489937 1.534314 -0.490107 -0.17 -0.09 -0.02 0.42
N 0.279491 2.200214 -0.077905 0.25 0.11 0.04 -0.06
C -0.942361 1.670252 -0.297504 0.28 0.26 -0.03 -0.02
O -1.133425 0.663854 -0.959944 -0.11 -0.17 -0.11 -0.80
C -2.017117 2.474116 0.309102 -1.00 -0.03 0.16 1.51
N -1.739138 3.642968 0.964262 0.30 0.17 0.05 -0.70
C -2.885374 4.144760 1.313885 0.00 0.13 0.09 -0.50
N -3.916198 3.357833 0.923203 -0.04 -0.19 -0.07 -0.02
C -3.384201 2.269715 0.291828 0.66 0.05 -0.23 -0.35
C -4.279602 1.287286 -0.379579 -0.18 -0.01 0.03 0.65
O -5.067238 1.693702 -1.221459 -0.07 0.23 -0.10 -0.70
N -4.214632 0.006822 0.016139 -0.05 -0.10 -0.01 0.22
C -3.428381 -0.515133 1.107988 0.48 -0.10 0.26 -1.45
C -2.487229 -1.615489 0.619898 -0.29 -0.08 0.07 0.11
C -3.262990 -2.717541 -0.101294 0.29 0.02 -0.22 0.41
C -2.315530 -3.785964 -0.637382 -0.25 0.13 0.18 -1.73
C -4.066470 -2.077163 -1.233793 -0.16 -0.05 0.40 -0.68
C -4.991262 -0.996662 -0.680931 -0.19 -0.04 -0.51 -1.07
C 1.801539 0.404841 0.504044 -0.33 0.47 -0.08 0.07
O 1.609817 0.498021 1.689681 0.07 -0.04 0.05 -0.61
O 2.266788 -0.650799 -0.140785 0.24 -0.31 -0.35 -0.27
C 2.535027 -1.910699 0.532965 0.12 -0.55 0.37 1.79
C 3.623773 -1.739252 1.590410 -0.21 0.18 -0.16 -1.71
C 1.243309 -2.441416 1.151489 0.13 0.28 -0.10 -1.65
C 3.013487 -2.832270 -0.588383 -0.16 0.38 0.18 -1.80
H 5.665995 2.408647 -2.267411 0.13 0.00 -0.06 0.43
H 4.888558 3.815076 -1.541101 0.03 0.15 0.04 0.37
H 4.123477 2.983262 -2.898372 -0.04 0.07 -0.12 0.43
H 3.772982 0.975478 -1.511128 0.01 0.04 0.01 0.13
H 5.741030 1.109046 -0.068290 0.12 -0.06 0.03 0.37
H 4.306597 1.096772 0.960950 0.02 -0.08 0.18 0.26
H 5.161679 2.606914 0.659501 0.02 0.12 0.07 0.42
H 2.739737 3.050351 0.372463 0.00 0.10 0.05 0.44
H 2.323276 3.303021 -1.323753 -0.07 0.02 0.04 0.46
H 1.301793 1.067113 -1.463201 0.09 0.10 0.15 0.29
H 0.333027 2.965053 0.579446 -0.02 0.00 -0.04 0.44
H -3.014224 5.062958 1.850939 -0.13 0.18 0.11 0.47
H -4.903257 3.536284 1.020550 0.07 0.03 -0.02 0.21
H -2.856517 0.290877 1.568468 -0.12 -0.08 0.02 0.50
H -4.120549 -0.927062 1.856918 0.07 0.07 0.00 0.41
H -1.944347 -2.023474 1.473999 0.06 -0.03 0.05 0.43
H -1.772719 -1.168045 -0.071500 0.04 -0.08 0.07 -0.10
H -3.959635 -3.186190 0.605497 -0.04 0.02 0.00 0.30
H -2.870602 -4.568134 -1.150439 -0.01 -0.13 -0.08 0.46
H -1.751515 -4.239889 0.174608 0.11 -0.09 0.06 0.40
H -1.614435 -3.344181 -1.341758 0.13 0.04 -0.11 0.31
H -4.659960 -2.828981 -1.756560 -0.01 -0.03 -0.06 0.41
H -3.377181 -1.620327 -1.945667 0.03 0.01 -0.10 0.29
H -5.535814 -0.494617 -1.482289 0.00 -0.10 0.17 0.47
H -5.711605 -1.439252 0.019000 0.00 0.03 -0.04 0.34
H 3.294778 -1.051952 2.365164 0.03 0.00 0.05 0.36
H 4.534076 -1.355008 1.135793 0.12 0.01 -0.03 0.35
H 3.839559 -2.701894 2.045840 0.04 -0.13 0.01 0.49
H 1.411191 -3.436052 1.555370 0.04 -0.13 0.01 0.59
H 0.911470 -1.785861 1.952111 -0.04 -0.02 0.06 0.38
H 0.464965 -2.490948 0.393994 -0.10 -0.05 -0.08 0.30
H 3.909782 -2.425152 -1.048879 0.12 0.02 -0.05 0.42
H 2.243237 -2.919886 -1.349672 -0.09 -0.05 -0.09 0.39
H 3.235231 -3.818367 -0.191339 0.02 -0.10 0.06 0.40
```
Positions in Å, forces in eV/Å.

## Properties
net charge	0
relative energy (zero: lowest compared OMol25 entry of this formula, charge and spin)	0.0	kcal/mol
E	-1340.6889	Ha
SMILES	CC(C)C[C@H](NC(=O)c1nc[nH]c1C(=O)N1CCC(C)CC1)C(=O)OC(C)(C)C
HOMO energy	-9.05	eV


The following max |F| values (in eV Å⁻¹) correspond, in order, to the records above: 0.70; 6.11; 5.10; 1.02.